78
Properties=species:S:1:pos:R:3:mulliken_charge:R:1 method="wB97M-V/def2-TZVPD" charge=+2 lumo_ev="-7.015 / -7.021" homo_lumo_gap_ha="0.24464 / 0.21055"
Pd -0.1698 0.9615 -1.4015 0.1366
Si -0.1966 -1.4261 1.8747 0.2039
F -4.1945 5.2182 -1.4299 -0.3053
O 0.9216 -0.2278 1.0335 0.8790
O 2.3972 0.3092 2.6583 -0.4996
O 1.7215 4.6508 -2.9167 -0.4516
O 0.1457 3.1818 -2.5259 -0.2408
N 1.5136 2.1447 -0.3030 0.5753
N 3.4862 -4.2152 -2.7254 -0.4351
N 1.1332 -0.0967 -2.9050 0.3233
C -1.5041 -1.7419 0.6388 0.6349
C 1.1846 3.6827 -2.1857 0.2990
C 2.2597 -2.9000 1.7053 0.1888
C 3.0019 -3.2462 -3.0994 -0.1685
C -3.7003 4.0125 -1.6903 0.2880
C 0.9655 -2.8118 2.2281 1.2686
C -0.7869 -0.9410 4.6063 -0.7151
C 1.7593 -1.2261 -2.5929 -0.2538
C 2.3025 -1.6704 -4.8823 -0.3243
C -3.6984 3.5688 -3.0150 -0.6272
C 2.5988 -5.0112 2.7936 -0.5415
C 3.2755 2.4832 1.3333 -0.9361
C 2.1995 1.7829 0.8056 -0.1563
C -2.7365 1.9866 -0.9189 0.3507
C 1.3087 -4.9552 3.3058 -0.8968
C 2.3569 -2.0443 -3.5430 0.1457
C -2.7930 -1.2265 0.8184 -0.4090
C 1.7872 0.5322 1.5289 -0.0136
C -3.7917 -1.4924 -0.1067 -0.6239
C 1.6528 -0.4907 -5.2043 -0.9818
C -2.2345 -2.7895 -1.4141 -0.8051
C -0.9692 0.9698 3.1574 0.3355
C -2.6760 1.5121 -2.2517 1.5564
C 3.0726 -3.9898 1.9860 -0.8559
C -1.4873 1.1790 5.4915 -0.6482
C -0.6697 -0.3895 3.3268 0.6969
C -1.2410 -2.5381 -0.4843 -0.5128
C -3.2349 3.2442 -0.6361 -1.0019
C 0.4981 -3.8695 3.0243 -0.7611
C 3.6770 3.6464 0.6946 -0.9879
C -1.1986 -0.1628 5.6792 -0.7723
C 1.9325 3.2580 -0.9216 1.1994
C 2.9929 4.0285 -0.4408 -0.9710
C -1.3704 1.7486 4.2295 -0.8288
C -2.0296 0.2935 -2.4974 -1.1732
C -3.1869 2.3278 -3.2918 -0.8911
C -3.5081 -2.2654 -1.2222 -0.5927
C 1.0800 0.2631 -4.1936 -0.3887
H -0.2618 -2.9818 -0.6228 0.5308
H -3.1491 1.9746 -4.3123 0.4555
H -1.2857 -0.6030 6.6626 0.4626
H 1.7856 -1.5032 -1.5453 0.5087
H -4.7888 -1.1041 0.0449 0.4765
H 2.6390 -2.1454 1.0248 0.0986
H 3.2288 -5.8607 3.0156 0.4317
H 3.2863 4.9433 -0.9332 0.3311
H -3.3074 3.6250 0.3723 0.5687
H 2.7573 -2.2896 -5.6426 0.5379
H -4.2883 -2.4778 -1.9400 0.4545
H 1.5868 -0.1556 -6.2287 0.4630
H 4.4998 4.2340 1.0754 0.4893
H -0.5480 -1.9810 4.7796 0.3204
H 4.0656 -4.0486 1.5635 0.4566
H -4.0910 4.2119 -3.7891 0.4825
H 2.1718 -0.5557 3.0514 0.4464
H -2.4558 1.3175 -0.1032 0.1801
H -0.5111 -3.8605 3.4157 0.4160
H 0.5593 1.1897 -4.4078 0.5909
H -1.9809 -0.1556 -3.4789 0.5810
H 3.7805 2.1356 2.2190 0.5817
H -2.0287 -3.4087 -2.2750 0.4754
H -1.5988 2.7957 4.0857 0.4632
H -3.0223 -0.6299 1.6930 0.5315
H 0.9349 -5.7627 3.9197 0.4434
H -0.9046 1.4325 2.1727 0.2057
H -1.7080 -0.3229 -1.6508 -0.0130
H 2.5894 4.9440 -2.6160 0.3008
H -1.8016 1.7850 6.3294 0.4176

---

77
Properties=species:S:1:pos:R:3:mulliken_charge:R:1 method="wB97M-V/def2-TZVPD" charge=+3 lumo_ev=-9.185 homo_lumo_gap_ha=0.26020
Rh 0.6241 0.4664 -0.1030 -1.1152
O -0.8757 2.6984 -3.2075 -0.3962
O 4.4299 1.3855 1.1483 -0.4489
N -0.3019 1.8238 1.1069 1.0404
N 1.7324 1.8566 -1.0620 0.7798
N 1.1654 -1.3766 -0.8751 1.0666
N -0.7654 -0.7024 0.7249 1.4278
N -0.7177 1.0441 -1.6736 0.4088
N 2.5266 0.2820 0.7570 0.8572
C 1.2133 -0.6175 3.2465 0.0854
C 0.5070 -1.1770 4.3034 -0.8056
C 3.6681 3.2231 -1.1544 -0.6066
C 2.6419 -3.0067 -1.7908 -0.9017
C -1.4340 1.3331 1.6854 0.9263
C -1.7739 3.4172 2.8166 -0.7798
C 3.0942 3.9174 -2.2149 -0.7756
C -3.1680 -1.9484 0.9568 -0.9511
C -0.6113 3.8999 2.2357 -0.9140
C 1.1789 2.5155 -2.0675 0.2444
C 0.3020 -2.3692 -0.5093 0.0416
C 1.7778 -4.0212 -1.4103 -0.7217
C 4.3771 0.3392 2.1974 -0.5306
C 2.2094 -2.8518 4.5574 -0.7318
C 0.1031 3.0657 1.3994 -0.5362
C -3.0000 -0.0869 -2.5794 0.0364
C 2.3083 -1.7010 -1.4884 -0.5459
C -2.1820 2.0804 -3.2585 -0.4894
C 3.2455 -0.5904 1.7260 -0.6364
C -0.1811 2.0349 -2.3305 0.2092
C -4.3353 0.2150 -2.7848 -0.4980
C 0.5963 -3.6968 -0.7607 -0.7362
C -2.1819 2.1219 2.5437 -0.8524
C -0.9088 -1.9107 0.1910 0.9244
C 2.4191 -1.1749 2.8405 -0.0384
C 2.9405 2.1868 -0.5977 -0.0348
C 1.8327 3.5667 -2.6869 -0.5469
C -5.2019 -0.7153 -3.3553 -0.7542
C 1.0022 -2.2947 4.9576 -0.6734
C -2.1806 1.0838 -2.0818 0.1104
C -4.7159 -1.9301 -3.8292 -0.6003
C 2.9131 -2.2967 3.4995 -0.5612
C -2.9558 -0.7546 1.5915 -1.2531
C -2.1925 -2.4583 0.0419 -1.2400
C 3.3102 1.2701 0.4970 -0.1876
C -2.5450 -1.3880 -2.8557 0.1044
C -3.3866 -2.2234 -3.6356 -0.6995
C -1.7537 -0.0658 1.3652 0.6164
H 1.3687 4.0888 -3.5127 0.6630
H -1.4971 -1.4365 -3.1509 0.2399
H -0.0750 -4.4724 -0.4177 0.5373
H -0.4234 -0.7296 4.6300 0.4984
H 2.0277 -5.0560 -1.6035 0.5117
H -3.0648 1.7149 3.0170 0.5161
H -4.1063 -2.4739 1.0728 0.5414
H 3.8524 -2.7416 3.1894 0.4990
H -2.2647 1.5827 -4.2226 0.4119
H 3.5657 -3.2172 -2.3107 0.5279
H -2.9271 2.8652 -3.1777 0.3629
H 2.6018 -3.7211 5.0672 0.4546
H 0.4500 -2.7329 5.7778 0.4528
H 4.6407 3.4846 -0.7592 0.6909
H -2.2121 -3.5343 -0.0793 0.6883
H 3.6636 -1.4096 1.1322 0.6544
H 3.6265 4.7435 -2.6675 0.5117
H -5.3661 -2.6130 -4.3580 0.4542
H 5.3539 -0.1295 2.2435 0.3499
H 2.9602 -0.8808 -1.7583 0.4792
H -2.3472 4.0371 3.4932 0.4996
H 1.0287 3.3927 0.9449 0.3609
H -3.7088 -0.3367 2.2463 0.5964
H -0.2555 4.9013 2.4317 0.5282
H -6.2476 -0.4647 -3.4772 0.4585
H -2.6747 1.5245 -1.2101 0.3625
H 0.8324 0.2726 2.7639 0.5476
H -4.7264 1.1922 -2.5221 0.4161
H 4.1509 0.8408 3.1366 0.4114
H -2.9768 -3.1604 -3.9952 0.4567

---

85
Properties=species:S:1:pos:R:3:mulliken_charge:R:1 method="wB97M-V/def2-TZVPD" charge=+1 lumo_ev=-2.440 homo_lumo_gap_ha=0.28322
Bi 0.0676 -0.3053 -0.7709 3.8353
Cl 0.9240 -1.2088 -8.1610 -0.2171
Cl -1.5894 2.0061 -4.6498 -0.1870
S -3.6621 -1.8479 -3.7874 -0.1794
O 3.3604 0.7663 5.8656 -0.4911
O -3.6526 -4.2045 3.6173 -0.4620
O -1.5460 -1.3971 0.4691 -0.4018
O 0.1917 -2.7021 -1.3136 -0.2528
O 2.3438 -0.9238 -2.0376 -0.5528
O 5.8872 4.0409 1.5332 -0.5015
O 0.2704 0.8637 -2.7164 -0.5574
N 0.5400 0.4400 1.8235 0.3182
N -1.6870 1.3534 -0.6601 0.8417
N -3.5296 2.2779 -1.4493 0.0118
N -1.8718 -0.8847 -2.2848 0.7871
N 1.8747 1.6200 -0.1924 0.0844
C 1.5900 -1.0461 -5.5462 -1.1427
C -0.0632 -3.7211 -0.6344 0.8385
C -0.9489 -3.7446 0.4959 0.4661
C -3.3638 4.5013 -0.2415 -1.2786
C -3.9863 -0.3635 -3.0113 -0.3768
C 2.0799 0.1756 5.8104 -0.5815
C 4.3861 2.7673 0.1056 0.3644
C 0.7560 -0.6111 -6.5430 0.1181
C 3.7616 2.1252 1.1682 -0.4755
C 1.5405 0.2831 4.4123 0.0564
C -0.3745 0.8140 -4.9829 0.6511
C -2.5425 5.1729 0.6401 -0.5301
C 2.2911 0.8426 3.3911 -0.6950
C -4.4351 -3.1149 4.0800 -0.7327
C 1.4406 -0.5745 -4.2343 1.5051
C -0.1855 -0.0887 2.8113 -1.0241
C 5.7595 3.3656 0.2968 -0.8235
C 2.4669 2.2414 -1.2099 -0.9500
C 2.5061 1.5695 0.9911 0.3885
C -1.8024 2.6255 -0.1095 0.1270
C -0.2318 0.3330 -6.2624 -0.6222
C -2.9670 3.2200 -0.6042 0.5688
C 0.2658 -0.1799 4.1125 -1.2460
C -1.3712 4.5868 1.1449 -0.9184
C -2.1275 -1.9024 -3.0478 -0.5854
C -2.9157 0.0021 -2.2594 -0.5441
C 2.3876 -1.0748 -3.2478 -0.4691
C 3.7139 2.8374 -1.1021 -1.1450
C -1.1762 -4.9779 1.1648 -1.3488
C -2.6013 -2.7607 2.0067 -0.2449
C -2.0549 -5.1137 2.1921 -1.0782
C -1.6718 -2.5917 0.9496 0.1241
C 0.4419 0.3796 -3.9083 -0.6521
C -2.7208 1.1975 -1.4548 -0.2775
C 0.6063 -4.9951 -1.0961 -2.2058
C 1.7601 0.9142 2.1093 0.3911
C -2.7889 -3.9819 2.6123 1.0117
C -0.9836 3.3134 0.7833 -0.3792
H -0.3684 -0.6167 4.8735 0.4915
H -0.6324 -5.8551 0.8441 0.4213
H 1.3810 0.6715 6.4931 0.3340
H -3.1606 -1.8846 2.3029 0.3827
H 3.2771 1.2155 3.6177 0.7576
H 4.1457 3.3436 -1.9559 0.4060
H 1.2502 -4.7580 -1.9384 0.2845
H 3.7134 0.6734 6.7542 0.3184
H -2.8067 6.1744 0.9509 0.3981
H -5.0561 -3.5090 4.8782 0.2474
H -3.8020 -2.3151 4.4712 0.2736
H 5.3729 4.8535 1.5038 0.3172
H 2.3719 -1.7625 -5.7683 0.4044
H -0.8809 0.6891 -7.0507 0.4614
H -2.2191 -6.0588 2.6894 0.4554
H -1.1601 -0.4595 2.5228 0.7440
H -5.0698 -2.7211 3.2835 0.3192
H -0.7596 5.1526 1.8349 0.4656
H -4.3365 2.4086 -2.0346 0.2603
H 1.2060 -5.4355 -0.2995 0.4852
H -1.4303 -2.7129 -3.1997 0.4064
H 2.1173 -0.8841 6.0868 0.3534
H -0.0840 2.8580 1.1688 0.1547
H 6.4966 2.5616 0.3232 0.2808
H -4.9237 0.1496 -3.1495 0.4462
H -0.1318 -5.7376 -1.4021 0.4394
H 1.9081 2.2596 -2.1346 0.6263
H 4.2677 2.0903 2.1220 0.6029
H -4.2670 4.9526 -0.6298 0.4331
H 6.0074 4.0104 -0.5507 0.3801
H 3.2114 -1.6736 -3.6750 0.2895

---

Energy above the lowest of the compared OMol25 structures with the same formula, charge and spin across the listed records, respectively: 27.03, 0.00, 2.25 kcal/mol.